118
Properties=species:S:1:pos:R:3:lowdin_charge:R:1 method="wB97M-V/def2-TZVPD" orbital_gap_ev="7.6 / 5.4" total_charge=+3 spin_multiplicity=6 e_homo_ev="-14.95 / -16.28" de_lowest_ev=0.0000 lumo_energy_ev="-7.4 / -10.9"
Ir -0.5922 -0.4290 -0.3332 1.0275
Sb 3.3088 -0.0607 -1.8854 1.4459
Sb -0.9013 1.9386 -1.6867 1.3600
P -1.7461 -2.6352 -2.6734 0.6104
O -2.7372 0.0708 0.5037 -0.2422
N -1.6838 -3.9866 -1.7545 -0.1873
N -3.2528 -2.3226 -3.2082 -0.1835
N -0.7726 -2.8718 -3.9569 -0.1883
N -1.2173 -1.3347 -1.8186 -0.3172
C 5.4244 -0.2386 -1.8837 -0.3161
C -4.2443 -1.5036 -2.4912 -0.2027
C -2.5658 1.8066 -2.9812 -0.2878
C -1.2272 -0.4032 3.2726 -0.0135
C 1.7201 2.6896 3.4594 -0.0287
C 3.2790 1.7309 -3.3585 -0.1946
C 0.3277 -1.2868 1.6772 -0.1759
C -0.4240 -4.2032 -4.5085 -0.1691
C 0.3125 1.1255 2.1617 -0.2128
C -2.8039 -5.9977 -0.8976 -0.1615
C -3.6323 -1.0067 0.9084 -0.2673
C 0.0843 2.0848 -5.2866 -0.0217
C -5.2473 -3.0307 -4.5029 -0.1635
C -0.3030 -5.8779 -0.9650 -0.1662
C 2.9010 -1.7285 -3.1439 -0.3256
C 0.8680 -4.1040 -5.2996 -0.1514
C 1.6977 0.8009 -6.5741 -0.0335
C -0.4329 -2.1650 -6.2891 -0.1662
C -0.6854 -1.5137 2.6267 -0.2746
C -0.7542 0.8819 3.0335 -0.0067
C 0.9492 2.1785 -4.2064 -0.2248
C -0.5214 -1.7127 -4.8388 -0.1988
C -1.5110 -6.4309 -0.2161 -0.1816
C 2.2541 1.5835 -4.3380 -0.2427
C 2.5773 0.8782 -5.5339 -0.0188
C -1.4341 3.6507 -0.5515 -0.2573
C 0.9537 2.4932 2.1395 -0.3767
C -5.1810 -0.7603 -3.4521 -0.1556
C 0.7135 -3.1585 -6.5029 -0.1612
C -5.4246 -1.5406 -4.7508 -0.1710
C -2.8618 -4.4826 -1.0191 -0.1826
C -5.0345 -0.4907 1.1092 -0.0412
C 0.4408 1.4169 -6.4505 -0.0009
C -1.0905 -2.9093 2.9927 -0.0145
C 0.5243 2.9335 -2.9977 -0.2678
C -3.7843 -3.3123 -4.1964 -0.1718
C -0.4033 -4.3675 -1.1354 -0.2074
C 1.8917 2.7348 0.9615 -0.0854
C 0.8391 0.0261 1.4587 -0.2171
H -6.4165 -1.3205 -5.1414 0.1225
H -1.5037 -6.0659 0.8173 0.1143
H -1.8107 4.4111 -1.2346 0.0327
H -3.4526 1.6661 -2.3639 0.0185
H -2.4591 0.9592 -3.6565 -0.0015
H -0.3322 -4.9104 -3.6898 0.0941
H -0.2535 1.3883 -7.2811 0.1329
H -0.3100 -1.2901 -6.9283 0.0992
H 3.5701 0.4547 -5.6293 0.1318
H -0.4640 -3.2640 3.8149 0.1113
H -3.5760 -1.7330 0.0994 0.0758
H 1.7720 0.1365 0.9172 0.0533
H 0.8820 -2.1410 1.3023 0.1128
H -3.7656 -4.1672 -1.5370 0.1032
H 3.2209 2.5664 -2.6702 0.0668
H -2.6687 2.7344 -3.5421 0.0314
H 3.5687 -2.5359 -2.8429 0.0298
H -5.5278 -3.6194 -5.3758 0.1296
H -1.2327 -4.5625 -5.1530 0.1245
H -0.2337 -6.3505 -1.9486 0.1150
H 0.4072 -1.2065 -4.5445 0.0932
H 5.8897 0.6927 -1.5667 0.0221
H 0.4135 -3.9917 -1.7568 0.1044
H -1.1710 1.7123 3.5936 0.1388
H -0.5721 4.0378 -0.0129 0.0073
H -4.7106 -1.2275 -5.5185 0.1153
H -6.1263 -0.6079 -2.9283 0.1226
H -2.1229 -2.9590 3.3374 0.0919
H -2.8734 -4.0370 -0.0141 0.1171
H 2.1354 3.7950 0.8920 0.1001
H -4.7893 0.2319 -3.6814 0.0876
H 0.1456 3.2310 2.1184 0.1343
H -2.2189 3.3895 0.1568 0.0202
H -4.8326 -2.1354 -1.8175 0.1136
H 2.2089 3.6635 3.4665 0.0972
H 3.0836 -1.4982 -4.1927 0.0108
H 2.4873 1.9213 3.5742 0.0987
H 1.6503 -2.6232 -6.6742 0.1060
H 5.6956 -1.0248 -1.1781 0.0225
H -0.9597 -3.6009 2.1604 0.0662
H 4.2882 1.5626 -3.7346 0.0866
H 0.5204 -3.7324 -7.4089 0.1216
H 1.6569 -3.7546 -4.6309 0.0917
H -1.3378 -0.9934 -4.7172 0.0982
H -3.2331 -1.4717 1.8099 0.0964
H -2.0059 -0.5514 4.0128 0.1403
H 0.6219 -6.1106 -0.4345 0.1242
H -5.6977 -1.3161 1.3698 0.0996
H 1.8656 -2.0381 -3.0151 -0.0327
H 1.9726 0.3044 -7.4949 0.1312
H -5.0813 0.2332 1.9253 0.0916
H -1.3848 -2.6169 -6.5773 0.1146
H -3.2023 -3.2136 -5.1156 0.1054
H -1.4537 -7.5173 -0.1622 0.1246
H 2.8339 2.1973 1.0966 0.0859
H -3.6738 -6.3428 -0.3379 0.1267
H -0.3270 -3.8720 -0.1563 0.0945
H 1.3468 3.2640 -2.3688 0.0517
H 5.7786 -0.5176 -2.8753 0.0278
H 1.0567 2.6390 4.3218 0.0885
H -2.8656 -6.4376 -1.8971 0.1246
H -0.8791 2.5765 -5.2390 0.1206
H -5.8888 -3.3636 -3.6825 0.1251
H -5.4137 -0.0191 0.2022 0.0831
H 1.4594 2.4117 0.0105 0.0112
H -3.6534 -4.3345 -3.8275 0.1150
H -2.7407 0.7324 1.2101 0.0875
H 1.1618 -5.1006 -5.6278 0.1271
H -3.6959 -0.7897 -1.8729 0.0714
H -0.0458 3.8175 -3.2905 0.0893

---

20
Properties=species:S:1:pos:R:3:nbo_charge:R:1 method="wB97M-V/def2-TZVPD" orbital_gap_ev=7.8 total_charge=-1 e_homo_ev=-3.98 de_lowest_ev=0.0000 lumo_energy_ev=3.8
N -0.1665 0.9786 1.0030 -0.7021
N -0.7594 -1.1963 0.3173 -0.6440
N 2.0791 1.3907 1.5547 -0.7369
N -3.3473 1.5472 -1.7543 -0.3917
N 2.2272 -0.0892 -2.2935 -0.6663
C -2.5264 0.4577 0.4605 -0.5649
C -3.0053 1.1089 -0.7280 0.3212
C 1.3803 -0.1736 -1.3851 0.1692
C 1.1827 0.7399 0.9006 0.4508
C 0.6074 -1.6366 0.4864 -0.2035
C -0.9934 0.0836 0.5624 0.4428
C 1.6450 -0.4500 0.0243 -0.3954
H 0.7485 -2.4055 -0.2375 0.1872
H 2.6464 -0.7472 0.3059 0.2314
H -2.9104 0.9456 1.4523 0.2510
H 1.8466 -0.2126 -3.3263 0.3302
H 0.1667 -0.1458 -1.5279 0.1611
H 1.5471 2.2443 2.0673 0.3147
H 0.7925 -1.9354 1.6216 0.1830
H -3.1607 -0.5044 0.4963 0.2621

---

13
Properties=species:S:1:pos:R:3:nbo_charge:R:1 method="wB97M-V/def2-TZVPD" orbital_gap_ev=10.8 e_homo_ev=-9.91 smiles=O[C@@H]1C[C@H]1CF de_lowest_ev=1.2881 lumo_energy_ev=0.9
F 2.6514 0.0278 -0.3973 -0.3782
O -1.9543 -0.7007 -0.4661 -0.6927
C -0.9623 -0.1227 0.2975 0.0831
C 1.5541 -0.6437 0.1854 0.0710
C 0.2947 -0.0477 -0.4233 -0.2856
C -0.3711 1.2261 -0.0861 -0.4332
H -0.9661 -0.3697 1.3925 0.1698
H -2.7922 -0.3221 -0.1546 0.4676
H -0.0071 1.7829 0.7230 0.2145
H -0.9110 1.7447 -0.8250 0.2245
H 0.2465 -0.3466 -1.4497 0.2301
H 1.6507 -1.6685 -0.0717 0.1710
H 1.5667 -0.5598 1.2755 0.1581

---

16
Properties=species:S:1:pos:R:3:nbo_charge:R:1 method="wB97M-V/def2-TZVPD" orbital_gap_ev=9.4 e_homo_ev=-8.60 smiles=C#C[SiH2]C(C)C de_lowest_ev=3.1472 lumo_energy_ev=0.8
Si -0.7526 -0.6746 1.6009 0.9430
C -0.4911 -0.3789 -1.3908 -0.6554
C 2.1037 -1.6160 1.1387 -0.1592
C 0.1970 1.6579 -0.3730 -0.6505
C -0.8857 0.6204 -0.3389 -0.4131
C 0.9750 -1.2845 1.4192 -0.4942
H 0.6696 1.5619 -1.3578 0.2078
H -1.8865 0.9079 -0.5140 0.2052
H 1.1998 1.4532 0.2210 0.2100
H -0.2470 2.6252 -0.1549 0.2186
H -1.1358 -1.2751 -1.5530 0.2119
H -1.9308 -1.4927 1.2488 -0.1401
H 0.6480 -0.6034 -1.1077 0.2080
H 3.0858 -1.7546 0.8128 0.2318
H -1.0398 0.2565 2.8433 -0.1264
H -0.5095 -0.0033 -2.4946 0.2024

---

15
Properties=species:S:1:pos:R:3:nbo_charge:R:1 method="wB97M-V/def2-TZVPD" orbital_gap_ev=9.5 e_homo_ev=-8.75 de_lowest_ev=3.7643 lumo_energy_ev=0.8
O -1.6752 -1.2600 -0.3823 -0.6955
O -2.5649 -0.7848 1.9096 -0.6212
O -0.6504 0.4051 1.8991 -0.5134
C 2.1435 0.5657 -1.7630 -0.8603
C -1.6953 -0.0399 2.4531 0.6957
C -0.0874 0.3750 0.2494 -0.1492
C -0.6394 -0.5699 -0.6098 0.2174
H 2.9628 1.2634 -1.5856 0.2184
H -0.1989 -0.6639 -1.6352 0.1903
H 0.9424 0.4838 0.5304 0.2113
H -2.2192 -1.0169 0.8979 0.4999
H 2.0373 0.3567 -2.8289 0.2167
H -1.9160 0.2165 3.5065 0.1605
H 1.2241 1.0386 -1.4163 0.2181
H 2.3367 -0.3692 -1.2250 0.2112